The molecule C4H5NO, computed with the ωB97M-V functional and the def2-TZVPD basis.

Positions of all 11 atoms, in Å:
O (2.282, -0.961, 0.179)
C (1.214, -0.465, -0.107)
C (0.865, 0.982, -0.088)
C (-0.441, 1.067, 0.152)
C (-1.107, -0.272, -0.060)
N (0.025, -1.141, -0.342)
H (1.605, 1.771, -0.110)
H (-0.967, 1.949, 0.498)
H (-1.675, -0.619, 0.813)
H (-1.801, -0.212, -0.913)
H (0.000, -2.099, -0.023)

Calculated values
* calculated total energy: -285.40855 Ha
* energy above the lowest of the compared OMol25 structures with the same formula, charge and spin: 3.8 kcal/mol
* structure (SMILES): O=C1C=CCN1
* LUMO: 0.91 eV
* max |F|: 0.49 eV/Å
* charge: 0

Results of the Mulliken charge analysis, in e, for atoms 1 through 5: atom 1 (O): -0.597, atom 2 (C): 0.349, atom 3 (C): -0.321, atom 4 (C): -0.353, atom 5 (C): -0.414

The molecule C4H5NO2, computed with the ωB97M-V functional and the def2-TZVPD basis.

Positions of all 12 atoms, in Å:
O (2.021, -1.286, -0.209)
C (1.369, -0.415, -0.731)
C (0.688, 0.579, 0.208)
C (-0.659, 1.191, 0.189)
N (-0.378, -0.013, 1.020)
C (-1.018, -1.067, 0.328)
O (-0.750, -1.430, -0.794)
H (1.321, -0.294, -1.825)
H (1.434, 1.121, 0.786)
H (-1.310, 1.046, -0.669)
H (-0.871, 2.065, 0.799)
H (-1.846, -1.498, 0.899)

Calculated values
* calculated total energy: -360.57729 Ha
* energy above the lowest of the compared OMol25 structures with the same formula, charge and spin: 57.8 kcal/mol
* structure (SMILES): O=C[C@H]1CN1C=O
* LUMO: 0.81 eV
* max |F|: 0.62 eV/Å
* charge: 0

Results of the Mulliken charge analysis, in e, for atoms 1 through 5: atom 1 (O): -0.459, atom 2 (C): -0.049, atom 3 (C): 0.116, atom 4 (C): -0.404, atom 5 (N): -0.423

The molecule C4H5NO2, computed with the ωB97M-V functional and the def2-TZVPD basis.

Positions of all 12 atoms, in Å:
O (-1.558, -2.247, -0.591)
C (-0.975, -1.190, -0.615)
C (-0.076, -0.774, 0.506)
C (1.275, -0.183, 0.190)
N (0.237, 0.618, 0.752)
C (-0.291, 1.726, 0.098)
O (0.368, 2.493, -0.561)
H (-1.077, -0.489, -1.471)
H (-0.181, -1.411, 1.382)
H (1.538, 0.005, -0.850)
H (2.104, -0.422, 0.850)
H (-1.364, 1.875, 0.310)

Calculated values
* calculated total energy: -360.59972 Ha
* energy above the lowest of the compared OMol25 structures with the same formula, charge and spin: 43.7 kcal/mol
* structure (SMILES): O=C[C@H]1CN1C=O
* LUMO: 0.51 eV
* max |F|: 0.56 eV/Å
* charge: 0

Results of the Mulliken charge analysis, in e, for atoms 1 through 5: atom 1 (O): -0.458, atom 2 (C): -0.150, atom 3 (C): 0.103, atom 4 (C): -0.462, atom 5 (N): -0.164

The molecule C4H5NO2, computed with the ωB97M-V functional and the def2-TZVPD basis.

Positions of all 12 atoms, in Å:
O (-0.122, -2.402, -0.827)
C (-0.126, -1.309, -0.305)
N (-1.184, -0.447, -0.217)
C (-0.781, 0.826, 0.357)
C (0.715, 0.898, 0.026)
O (1.410, 0.407, 1.146)
C (1.150, -0.502, 0.044)
H (-2.032, -0.588, -0.747)
H (-0.833, 0.743, 1.450)
H (-1.392, 1.663, 0.027)
H (1.121, 1.654, -0.643)
H (2.073, -0.944, -0.310)

Calculated values
* calculated total energy: -360.59819 Ha
* energy above the lowest of the compared OMol25 structures with the same formula, charge and spin: 44.7 kcal/mol
* structure (SMILES): O=C1NC[C@H]2O[C@@H]12
* LUMO: 0.79 eV
* max |F|: 0.68 eV/Å
* charge: 0

Results of the Mulliken charge analysis, in e, for atoms 1 through 5: atom 1 (O): -0.596, atom 2 (C): 0.258, atom 3 (N): -0.168, atom 4 (C): -0.583, atom 5 (C): 0.086

A cluster of 2 separate species, C4H5NO2 in total, computed with the ωB97M-V functional and the def2-TZVPD basis.

Positions of all 12 atoms, in Å:
C (0.160, 1.243, 0.051)
C (-0.333, -0.024, -0.464)
O (0.177, -0.693, -1.343)
C (-1.703, -0.421, 0.084)
O (-2.348, 0.261, 0.841)
H (-0.558, 1.599, -0.759)
H (1.175, 1.545, -0.197)
H (-0.176, 1.550, 1.045)
H (-2.020, -1.412, -0.279)
C (1.859, -1.218, 0.298)
N (1.799, -0.396, 1.105)
H (1.969, -2.032, -0.382)

Calculated values
* calculated total energy: -360.56650 Ha
* energy above the lowest of the compared OMol25 structures with the same formula, charge and spin: 64.6 kcal/mol
* structure (SMILES): CC(=O)C=O.C#N
* LUMO: -0.47 eV
* max |F|: 1.85 eV/Å
* charge: 0

Results of the Mulliken charge analysis, in e, for atoms 1 through 5: atom 1 (C): -0.798, atom 2 (C): 0.586, atom 3 (O): -0.598, atom 4 (C): -0.064, atom 5 (O): -0.448

The molecule C4H5NO2, computed with the ωB97M-V functional and the def2-TZVPD basis.

Positions of all 12 atoms, in Å:
O (2.049, 1.564, 0.650)
C (1.782, 0.484, 0.186)
N (0.586, 0.201, -0.461)
C (-0.202, -1.048, -0.317)
C (-1.379, -0.192, 0.202)
C (-0.576, 1.013, -0.269)
O (-0.761, 2.176, -0.451)
H (2.454, -0.390, 0.261)
H (-0.400, -1.513, -1.286)
H (0.218, -1.784, 0.372)
H (-1.385, -0.178, 1.298)
H (-2.386, -0.333, -0.186)

Calculated values
* calculated total energy: -360.63383 Ha
* energy above the lowest of the compared OMol25 structures with the same formula, charge and spin: 22.3 kcal/mol
* structure (SMILES): O=CN1CCC1=O
* LUMO: 0.69 eV
* max |F|: 0.65 eV/Å
* charge: 0

Results of the Mulliken charge analysis, in e, for atoms 1 through 5: atom 1 (O): -0.481, atom 2 (C): 0.085, atom 3 (N): 0.018, atom 4 (C): -0.454, atom 5 (C): -0.454

The molecule C4H5NO2, computed with the ωB97M-V functional and the def2-TZVPD basis.

Positions of all 12 atoms, in Å:
N (-2.140, -0.443, -0.207)
C (-0.970, 0.213, 0.060)
C (0.204, -0.563, 0.123)
C (1.367, 0.171, 0.187)
O (2.578, -0.417, 0.051)
C (1.192, 1.506, 0.589)
O (-0.865, 1.461, 0.246)
H (-2.977, 0.057, -0.451)
H (-2.046, -1.375, -0.585)
H (0.191, -1.627, 0.275)
H (2.410, -1.331, -0.235)
H (1.057, 2.348, -0.053)

Calculated values
* calculated total energy: -360.53563 Ha
* energy above the lowest of the compared OMol25 structures with the same formula, charge and spin: 84.0 kcal/mol
* LUMO: 0.15 eV
* max |F|: 1.39 eV/Å
* charge: 0

Results of the Mulliken charge analysis, in e, for atoms 1 through 5: atom 1 (N): -0.425, atom 2 (C): 0.408, atom 3 (C): -0.428, atom 4 (C): 0.766, atom 5 (O): -0.489

The molecule C4H5NO2, computed with the ωB97M-V functional and the def2-TZVPD basis.

Positions of all 12 atoms, in Å:
C (0.753, -0.222, -0.609)
C (1.546, 1.386, 1.349)
C (0.561, -0.308, -1.882)
C (0.065, 0.645, 1.435)
N (0.139, -0.436, 0.556)
O (-0.587, -0.512, -2.580)
O (1.850, 2.213, 2.112)
H (1.493, -0.304, -2.536)
H (-0.053, 0.321, 2.447)
H (-0.501, 1.697, 1.192)
H (0.287, -1.453, 0.901)
H (-1.269, -0.838, -1.899)

Calculated values
* calculated total energy: -360.46131 Ha
* energy above the lowest of the compared OMol25 structures with the same formula, charge and spin: 130.6 kcal/mol
* LUMO (alpha / beta): 0.38 / -0.01 eV
* max |F|: 3.28 eV/Å
* charge: 0

Results of the Mulliken charge analysis, in e, for atoms 1 through 5: atom 1 (C): -0.191, atom 2 (C): 0.064, atom 3 (C): -0.096, atom 4 (C): -0.347, atom 5 (N): -0.100